[1]
A cluster of 10 separate species, C34H47F21O26S3 in total, computed with ωB97M-V/def2-TZVPD.

Last column: Mulliken charge in e.
CARTESIAN COORDINATES (ANGSTROEM)
S 5.509 3.230 2.245  1.105
S -0.613 -0.199 0.964  0.898
S 2.769 4.195 -3.371  1.095
F 7.290 0.848 -0.250  -0.246
F 7.707 1.390 -2.328  -0.242
F -2.914 4.967 -5.668  -0.264
F -3.666 2.938 6.666  -0.258
F -3.586 1.552 1.568  -0.219
F -4.276 1.049 -0.491  -0.220
F -3.772 1.079 7.965  -0.260
F -0.836 -5.339 2.297  -0.330
F -2.573 -6.208 3.206  -0.302
F -0.778 5.077 -5.617  -0.262
F -3.809 0.903 5.910  -0.124
F -5.576 -5.381 -4.384  -0.229
F 4.453 -4.444 0.351  -0.248
F -6.124 -3.493 -5.285  -0.228
F -2.790 -4.482 1.952  -0.285
F -5.605 2.058 0.956  -0.284
F -6.721 -3.962 -3.146  -0.237
F 6.186 2.326 -1.116  -0.188
F -1.946 5.281 -3.816  -0.247
F 3.929 -2.689 1.497  -0.217
F 3.479 -4.587 2.190  -0.292
O -1.000 2.614 6.733  -0.362
O -1.998 2.337 -5.801  -0.529
O 5.300 4.923 2.461  -0.396
O 3.053 5.573 -2.607  -0.333
O -3.652 -4.349 -3.029  -0.369
O -5.542 -0.001 2.627  -0.555
O -1.426 -0.159 2.177  -0.465
O 6.797 3.008 1.616  -0.513
O 1.874 3.406 -2.542  -0.301
O 4.033 3.593 -3.856  -0.619
O 2.066 5.054 -4.616  -0.319
O -0.013 1.302 0.804  -0.518
O 4.352 3.152 1.075  -0.194
O 1.094 -3.868 0.909  -0.440
O -2.274 -2.940 3.925  -0.105
O 5.098 2.486 3.461  -0.535
O -4.254 -2.229 -3.710  -0.518
O -1.419 -4.789 5.170  -0.577
O -1.338 -0.611 -0.252  -0.277
O -4.906 -1.188 0.831  -0.071
O 6.275 -0.766 -2.734  -0.327
O -1.448 2.658 -3.552  -0.181
O 0.879 -0.866 1.199  -0.048
O 4.549 0.168 -1.602  -0.307
O -1.302 0.333 6.888  -0.511
O 2.406 -3.460 -0.942  -0.048
C -3.286 1.659 6.865  0.783
C -5.153 -0.053 1.510  0.233
C -6.561 -2.911 1.052  -1.491
C -2.180 -2.050 5.012  0.527
C -2.041 -5.048 2.825  1.136
C -3.568 -2.099 5.587  -0.885
C -1.752 3.077 -4.859  0.287
C -5.764 -4.093 -4.153  0.814
C 2.222 -3.742 0.388  0.280
C 4.265 4.357 0.362  0.165
C 1.922 -0.036 0.702  -0.041
C -4.590 1.233 0.814  1.020
C 5.398 -3.134 -2.960  -0.855
C 2.066 6.539 -2.820  -0.312
C 0.128 2.733 5.833  -0.335
C 4.470 5.417 1.434  -0.506
C -4.463 -3.408 -3.617  0.422
C 6.785 1.202 -1.406  0.776
C -1.419 1.335 -3.160  0.083
C -0.302 2.425 4.341  -0.336
C -2.440 -3.740 -0.986  -0.700
C 3.556 -3.839 1.078  0.809
C 1.291 1.260 0.290  0.290
C -1.842 4.626 -4.966  0.893
C -1.826 -4.220 4.116  0.204
C 5.480 -1.717 -3.476  -0.043
C -0.087 0.764 -3.674  -0.432
C 1.721 -2.833 -3.201  -1.347
C 1.968 6.430 -4.318  -0.377
C 1.284 -3.364 -1.790  0.389
C -1.775 1.464 6.879  0.479
C 5.750 0.151 -1.829  0.243
C -5.150 -2.481 1.499  1.187
C -2.325 -3.968 -2.578  -0.370
H 3.253 4.416 -0.040  0.128
H 2.379 -3.543 -3.702  0.388
H 4.484 -1.288 -3.585  0.063
H -6.763 -3.785 1.672  0.440
H -1.486 -2.423 5.765  0.454
H -0.801 1.456 4.343  -0.305
H 0.774 1.230 -3.195  0.010
H 3.478 5.645 1.826  0.318
H -1.342 1.341 -2.073  -0.079
H 0.853 -2.660 -3.837  0.399
H -1.101 3.093 4.019  0.324
H 0.492 2.631 3.623  0.335
H 2.839 6.937 -4.733  0.288
H 0.609 -2.605 -1.395  -0.155
H -7.351 -2.220 1.347  0.372
H -3.751 -1.267 6.267  0.248
H -3.825 -3.027 6.098  0.347
H -4.231 -2.038 4.724  0.000
H -1.914 -3.202 -3.235  0.351
H -2.642 -2.685 -0.800  0.091
H 1.144 1.182 -0.788  -0.696
H -0.075 0.874 -4.759  0.532
H 2.638 0.262 1.468  0.417
H -4.431 -3.250 1.216  -0.337
H 1.099 6.297 -2.380  0.250
H -1.564 -4.009 -0.397  0.277
H -1.675 -4.843 -2.611  0.218
H -6.716 -3.130 -0.004  0.289
H 1.733 2.244 0.449  0.199
H 0.566 3.730 5.881  0.317
H 0.046 -0.298 -3.468  -0.231
H 4.858 -3.885 -3.536  0.365
H 2.354 -0.506 -0.181  0.064
H -5.210 -2.459 2.587  -0.223
H 0.751 1.884 6.113  0.339
H -3.349 -4.187 -0.583  0.475
H 4.746 6.392 1.031  0.361
H 4.910 -3.187 -1.987  0.009
H -1.902 -1.042 4.703  -0.501
H 2.351 7.558 -2.557  0.349
H 2.336 -1.933 -3.191  0.055
H 4.886 4.617 -0.495  0.097
H 5.870 -1.649 -4.491  0.345
H 1.024 6.751 -4.758  0.302
H -2.393 0.928 -3.433  0.399
H 6.434 -3.392 -2.738  0.375
H 0.889 -4.374 -1.902  0.453

Properties
HOMO level   -0.3963 Eh
LUMO level   -0.170 eV
Calculated total energy   -6571.5842 hartree
Energy relative to the best compared isomer or geometry (same formula, charge and spin)   123.9 kcal/mol
SMILES string   CCOC(=O)C(F)(F)F.CCOC(=O)C(F)(F)F.CCOC(=O)C(F)(F)F.CCOC(=O)C(F)(F)F.CCOC(=O)C(F)(F)F.CCOC(=O)C(F)(F)F.CCOC(=O)C(F)(F)F.O=S1(=O)OCCO1.O=S1(=O)OCCO1.O=S1(=O)OCCO1

***

[2]
A cluster of 7 separate species, C34H48Br2ClF18NO15 in total, computed with ωB97M-V/def2-TZVPD.

Last column: Mulliken charge in e.
CARTESIAN COORDINATES (ANGSTROEM)
Br 1.514 2.355 1.348  -0.174
Br -0.980 1.567 -0.786  0.004
Cl 1.260 1.266 -3.679  -0.237
F -6.598 7.883 -1.127  -0.244
F 9.499 -0.887 -2.668  -0.268
F -4.792 7.902 -2.318  -0.253
F 7.558 -7.176 -0.418  -0.277
F -14.849 5.196 0.172  -0.246
F 10.613 -9.534 3.167  -0.245
F -8.619 12.750 2.020  -0.249
F -15.138 4.373 2.158  -0.255
F -10.401 12.538 3.229  -0.240
F 8.206 -2.129 -1.446  -0.232
F 11.924 -10.388 1.668  -0.244
F 9.263 -2.991 -3.125  -0.238
F 5.763 -6.808 0.735  -0.282
F 10.707 -11.685 2.900  -0.253
F -13.756 3.431 0.782  -0.237
F 6.628 -5.215 -0.451  -0.210
F -4.695 8.334 -0.194  -0.267
F -8.515 13.047 4.166  -0.258
O -9.601 10.062 3.855  -0.520
O 6.659 -0.676 -3.055  -0.335
O 0.005 -0.682 -2.561  -0.509
O 8.465 -10.809 1.754  -0.336
O 8.991 -5.565 1.144  -0.272
O 7.284 -5.677 2.627  -0.526
O -2.422 -1.551 -1.467  -0.109
O 2.145 -2.467 -1.055  -0.102
O -12.016 5.029 2.046  -0.514
O -13.506 6.724 1.897  -0.321
O -7.533 10.565 3.093  -0.339
O 9.780 -9.959 0.119  -0.504
O -5.971 5.427 -0.296  -0.524
O -3.870 5.719 -1.085  -0.356
O 7.340 -2.033 -4.732  -0.532
N -3.918 -3.274 -0.811  -0.483
C 10.742 -10.517 2.258  0.869
C 4.044 -3.107 0.228  -0.957
C -11.601 8.160 1.378  -0.754
C 7.220 -11.933 -0.022  -1.215
C 7.450 -1.559 -3.640  0.304
C 1.041 0.193 -2.253  1.586
C -0.076 -1.807 -1.668  0.756
C 3.219 0.896 -0.436  -0.981
C -5.302 7.583 -1.129  0.977
C -3.734 -2.058 -1.571  -0.558
C -4.015 3.423 -1.896  -0.904
C -1.420 -2.449 -1.881  -1.146
C 7.293 -10.738 0.900  0.130
C -14.231 4.601 1.197  0.897
C 9.907 -5.078 2.160  -0.277
C 1.063 -2.802 -1.906  -1.082
C 1.794 1.331 -0.203  0.741
C 5.494 -0.259 -3.813  -0.472
C -9.090 12.323 3.195  0.879
C 8.629 -1.907 -2.696  0.974
C -3.530 4.338 -0.796  -0.137
C 10.429 -6.217 3.003  -1.071
C 7.757 -5.810 1.536  0.297
C 3.123 -3.482 -0.915  -0.485
C -12.546 7.663 2.445  -0.262
C -8.785 10.821 3.419  0.396
C 4.392 -1.282 -3.688  -0.650
C 0.794 1.021 -1.018  -0.488
C 6.912 -6.273 0.323  0.989
C -13.086 5.479 1.762  0.349
C -7.095 9.192 3.277  -0.354
C 9.600 -10.396 1.218  0.388
C -5.102 6.085 -0.790  0.286
C -7.541 8.326 2.124  -0.605
H 4.174 -1.465 -2.633  -0.085
H -3.952 4.070 0.172  0.311
H 3.488 -0.916 -4.173  0.326
H 5.785 -0.095 -4.850  0.338
H 3.701 -3.567 -1.846  0.228
H 5.216 0.694 -3.367  0.330
H 1.981 -0.342 -2.134  -1.054
H 9.626 -6.683 3.573  0.302
H 4.591 -3.980 0.582  0.244
H 4.760 -2.338 -0.072  0.185
H -4.537 -3.925 -1.272  0.216
H -7.180 8.729 1.179  0.206
H -4.266 -3.099 0.122  0.205
H 4.679 -2.225 -4.151  0.534
H -1.552 -2.702 -2.946  0.327
H -3.686 2.402 -1.703  0.111
H -10.989 7.348 0.987  0.304
H 2.650 -4.457 -0.736  0.487
H 6.294 -11.891 -0.595  0.397
H -12.013 7.180 3.263  0.336
H -3.965 -2.266 -2.624  0.408
H -4.364 -1.233 -1.232  0.258
H 10.895 -6.973 2.373  0.228
H 8.055 -11.938 -0.721  0.322
H 9.392 -4.328 2.760  0.331
H 6.460 -10.714 1.599  0.363
H 3.325 -0.179 -0.264  0.176
H -10.942 8.915 1.809  0.023
H -1.477 -3.375 -1.301  0.490
H -0.008 -1.457 -0.630  0.423
H 3.530 1.111 -1.461  0.095
H -13.157 8.466 2.849  0.317
H 0.740 -3.830 -1.697  0.506
H 1.370 -2.742 -2.960  0.215
H -6.012 9.264 3.339  0.348
H 11.176 -5.847 3.706  0.438
H -12.153 8.608 0.551  0.359
H 7.231 -12.860 0.551  0.308
H -2.445 4.336 -0.722  0.286
H -8.627 8.261 2.083  -0.002
H -7.482 8.832 4.229  0.330
H -5.102 3.427 -1.959  0.385
H -3.606 3.736 -2.857  0.283
H 7.325 -9.802 0.347  0.032
H -7.149 7.315 2.242  0.397
H 3.891 1.424 0.236  0.554
H 10.696 -4.596 1.589  0.345
H 3.455 -2.708 1.057  0.297

Properties
HOMO level   -0.3413 Eh
LUMO level   0.386 eV
Calculated total energy   -9913.5962 hartree
Energy relative to the best compared isomer or geometry (same formula, charge and spin)   0.0 kcal/mol
SMILES string   CCOC[C@H](COCN)O[C@@H](Cl)/C(Br)=C(\C)Br.CCOC(=O)C(F)(F)F.CCOC(=O)C(F)(F)F.CCOC(=O)C(F)(F)F.CCOC(=O)C(F)(F)F.CCOC(=O)C(F)(F)F.CCOC(=O)C(F)(F)F

***

[3]
A structure of composition C34H48FLuN4O4P2S3Te, computed with ωB97M-V/def2-TZVPD.

Last column: Mulliken charge in e.
CARTESIAN COORDINATES (ANGSTROEM)
Lu -11.283 6.993 15.068  0.329
Te -14.778 7.758 13.786  -0.188
S -11.103 8.002 20.597  -0.429
S -12.080 7.463 17.875  -0.285
S -9.942 5.665 19.156  -0.581
P -14.205 5.225 16.299  -0.414
P -8.122 8.723 15.797  -1.864
F -11.283 8.722 13.975  -0.720
O -13.255 4.335 17.284  -0.281
O -9.269 7.749 15.627  1.355
O -15.316 4.033 15.921  -0.296
O -13.078 5.075 15.084  1.484
N -7.619 8.978 17.328  -0.032
N -8.364 10.192 15.157  0.886
N -9.773 5.231 15.856  0.738
N -6.828 8.023 15.016  0.746
C -10.445 1.688 15.724  -0.599
C -9.960 7.017 12.099  -0.293
C -16.443 4.307 15.146  -0.587
C -13.489 4.387 18.703  -0.880
C -11.025 7.080 19.232  0.279
C -5.276 8.056 13.326  -0.813
C -9.954 3.992 15.339  0.332
C -6.943 8.396 19.525  -0.743
C -9.070 6.821 11.063  -1.101
C -10.224 1.437 14.360  -0.949
C -9.464 4.854 13.001  1.304
C -10.232 2.954 16.241  -0.493
C -9.720 3.774 13.988  0.116
C -7.994 11.483 15.748  -0.934
C -10.104 6.106 13.123  0.505
C -9.265 12.308 15.396  -0.759
C -8.867 10.459 13.785  0.451
C -13.613 6.160 11.421  0.255
C -13.125 3.978 14.170  -0.952
C -7.858 9.638 19.548  -0.641
C -8.554 4.582 11.955  -0.887
C -15.674 7.338 10.882  -0.362
C -15.631 6.796 9.583  -0.521
C -7.030 7.822 18.090  -0.272
C -8.673 9.470 18.283  0.870
C -13.561 5.641 10.136  -0.686
C -14.650 6.996 11.838  -0.530
C -5.562 6.594 13.681  -0.921
C -5.634 8.813 14.560  -0.338
C -9.636 11.812 13.997  -0.840
C -14.531 6.019 9.180  -0.481
C -9.833 2.482 13.506  -0.752
C -6.914 6.708 14.397  -0.071
C -8.412 5.599 11.029  -0.828
H -8.084 10.482 13.052  0.371
H -17.157 4.968 15.600  0.286
H -5.927 9.843 14.334  0.099
H -13.855 5.399 19.002  0.359
H -7.733 5.554 10.229  0.414
H -9.428 8.691 18.423  -1.514
H -13.177 3.015 14.743  0.229
H -4.247 8.143 13.100  0.515
H -7.752 6.640 13.668  -0.226
H -7.319 7.665 20.239  0.363
H -10.676 11.695 13.818  0.423
H -7.239 10.520 19.417  0.341
H -16.358 7.139 8.869  0.335
H -14.498 5.596 8.173  0.301
H -9.787 2.320 12.433  0.410
H -4.877 8.740 15.305  0.280
H -4.835 6.269 14.380  0.418
H -12.285 4.068 13.510  0.175
H -14.014 3.944 13.491  0.234
H -16.185 4.650 14.134  0.186
H -9.039 5.829 15.408  -0.436
H -5.948 8.631 19.825  0.317
H -8.432 9.659 20.509  0.313
H -7.776 11.368 16.793  0.515
H -9.127 13.374 15.504  0.506
H -6.078 7.531 17.619  0.428
H -12.792 5.927 12.100  0.414
H -5.892 8.380 12.494  0.245
H -9.147 10.383 17.912  0.406
H -7.648 6.904 18.085  -0.137
H -10.376 0.408 13.964  0.273
H -10.509 7.949 12.095  0.511
H -5.567 5.938 12.806  0.347
H -16.472 8.034 11.135  0.324
H -7.094 5.969 15.139  0.273
H -7.988 3.651 11.837  0.483
H -10.462 3.238 17.251  0.353
H -12.516 4.082 19.142  0.195
H -16.935 3.355 14.952  0.248
H -10.013 12.067 16.142  0.215
H -9.783 5.297 16.874  -0.621
H -12.743 5.056 9.838  0.474
H -7.130 11.859 15.225  0.390
H -9.521 9.661 13.470  -0.746
H -9.326 12.548 13.239  0.310
H -14.285 3.667 18.965  0.237
H -8.893 7.547 10.290  0.485
H -10.760 0.888 16.385  0.357

Properties
Charge   -2
HOMO level   -0.0459 Eh
LUMO level   3.999 eV
Calculated total energy   -5325.3491 hartree
Energy relative to the best compared isomer or geometry (same formula, charge and spin)   23.4 kcal/mol

***

[4]
A cluster of 7 separate species, C34H48N2O12S in total, computed with ωB97M-V/def2-TZVPD.

Last column: Mulliken charge in e.
CARTESIAN COORDINATES (ANGSTROEM)
S -3.094 -0.021 -3.892  0.199
O 1.136 0.595 7.204  -0.363
O 2.039 0.995 -7.339  -0.558
O -4.888 -3.283 1.446  -0.591
O -2.885 2.105 9.707  -0.595
O 5.639 -1.755 2.307  -0.310
O -2.926 1.028 -8.121  -0.353
O -5.591 -4.990 0.097  -0.353
O -1.754 2.508 7.760  -0.295
O 0.832 -0.042 5.028  -0.579
O -3.274 1.348 -10.359  -0.623
O 5.264 -0.012 0.875  -0.542
O 1.771 -0.148 -9.302  -0.333
N -3.143 -0.188 -2.145  -0.444
N -1.368 0.257 -4.231  -0.382
C 0.563 0.228 0.041  -0.078
C 0.956 0.208 1.666  0.720
C 0.651 0.145 8.467  -0.508
C 2.602 0.247 1.913  -1.185
C 6.019 -0.666 1.576  0.490
C 1.085 0.482 -2.723  -0.609
C 2.239 0.009 -8.028  0.567
C -1.058 1.565 2.992  -0.072
C 1.682 0.444 -1.161  -0.200
C -0.662 -0.532 8.171  0.002
C 6.746 -2.203 3.088  -0.427
C -2.638 1.568 -9.341  0.490
C -3.597 3.888 8.233  -0.377
C -5.244 -2.898 -0.916  -0.101
C -1.829 3.494 6.732  -0.005
C -1.466 2.496 -9.233  -0.503
C -1.068 0.026 -0.266  -0.457
C 7.471 -0.372 1.800  -0.411
C -6.082 -3.761 -1.824  -0.522
C -5.809 -5.149 -1.304  -0.413
C -2.746 2.734 8.671  0.441
C -5.222 -3.700 0.350  0.442
C -0.435 -1.105 6.795  -0.439
C -0.857 2.085 -7.916  0.199
C -0.543 0.279 -2.936  0.316
C 0.553 -0.140 6.212  0.507
C 3.261 -1.900 -8.912  -0.486
C 2.986 -1.217 -7.596  -0.397
C 2.099 -1.458 -9.763  -0.420
C 0.401 1.673 2.248  -0.661
C 7.969 -1.667 2.390  -0.496
C -2.050 1.586 -7.143  -0.275
C -1.688 0.022 -1.784  0.315
C -3.245 4.004 6.772  -0.586
H -3.894 3.343 6.184  0.280
H 3.135 -0.742 1.559  0.309
H -0.937 -1.283 8.917  0.405
H 0.527 0.998 9.140  0.316
H -1.757 2.464 2.635  0.243
H -1.828 3.528 -9.209  0.238
H -3.306 4.780 8.794  0.252
H -5.842 -3.644 -2.884  0.320
H -1.586 3.040 5.767  -0.025
H -4.658 3.670 8.375  0.288
H -0.768 2.349 -10.061  0.281
H 1.228 2.123 2.981  0.332
H -0.323 2.893 -7.409  0.515
H 2.726 0.406 3.090  0.177
H 0.439 -0.707 2.195  0.351
H -1.592 0.516 2.796  0.150
H -1.097 4.280 6.948  0.260
H -1.830 -0.131 0.638  0.148
H 3.346 -2.987 -8.831  0.322
H -6.656 -5.821 -1.472  0.323
H 2.977 1.211 1.318  0.247
H 1.809 0.653 -3.635  0.334
H -1.772 0.817 -6.416  0.236
H 8.263 -2.349 1.583  0.263
H -3.349 5.018 6.376  0.373
H -5.704 -1.920 -0.755  0.247
H 8.826 -1.544 3.057  0.319
H 4.198 -1.517 -9.335  0.270
H 1.385 -0.543 8.899  0.324
H 7.976 -0.140 0.859  0.289
H 6.748 -3.296 3.133  0.296
H -1.358 -1.125 6.211  0.282
H 2.839 0.564 -0.912  0.220
H 0.284 2.428 1.339  0.411
H -1.464 0.215 8.130  -0.198
H -0.845 1.622 4.163  -0.498
H 3.911 -0.953 -7.080  0.282
H 6.641 -1.806 4.104  0.272
H -0.150 1.262 -8.079  -0.402
H 1.223 -2.102 -9.637  0.281
H 2.362 -1.420 -10.824  0.296
H -4.912 -5.590 -1.750  0.252
H -4.221 -2.789 -1.288  0.103
H -2.575 2.393 -6.623  0.191
H -7.143 -3.516 -1.688  0.276
H 7.563 0.458 2.505  0.266
H 2.340 -1.820 -6.952  0.253
H 0.019 -2.099 6.837  0.292

Properties
HOMO level   -0.2907 Eh
LUMO level   -1.278 eV
Calculated total energy   -2734.5675 hartree
SMILES string   CC[C@H](C)c1ccc2nsnc2c1.O=C1CCCO1.O=C1CCCO1.O=C1CCCO1.O=C1CCCO1.O=C1CCCO1.O=C1CCCO1